A 12-piece molecular cluster, C72H180N12O24 overall. Source: the OMol25 dataset; level of theory: ωB97M-V/def2-TZVPD.

XYZ file:
```
288
Properties=species:S:1:pos:R:3:forces:R:3
C -11.836374 42.996432 10.869240 -0.26 -1.01 -0.72
O -12.089455 44.232881 11.398513 -0.04 2.31 1.17
C -10.977973 45.011021 11.869564 -0.37 0.47 0.47
C -11.476573 46.141999 12.811608 -1.08 -0.11 0.35
N -12.599444 46.982909 12.344645 0.60 -0.24 -0.91
C -12.224368 47.686485 11.080663 0.70 0.71 2.20
C -11.153539 48.774843 11.424305 0.40 -0.23 -0.55
O -9.843296 48.228323 11.129996 0.39 0.91 0.83
C -8.712702 48.929101 11.756995 -0.95 -1.18 -0.46
H -11.357176 42.313906 11.571121 0.51 -0.01 0.02
H -11.332077 43.075994 9.906200 0.54 -0.17 -0.01
H -12.799941 42.535979 10.651006 -0.16 0.02 0.03
H -10.391795 45.480188 11.079392 -0.04 -0.32 -0.52
H -10.302230 44.395507 12.463391 0.13 -0.28 0.02
H -10.699032 46.839403 13.123331 0.44 -0.41 -0.20
H -11.877967 45.691331 13.719288 0.23 -0.24 0.14
H -13.301207 46.303878 12.086694 -0.51 -0.01 -0.04
H -13.110058 48.209281 10.719632 0.06 -0.38 -0.39
H -11.786815 46.926348 10.433491 -0.14 0.56 -0.82
H -11.185553 49.184613 12.433837 -0.19 -0.85 0.60
H -11.320151 49.707213 10.884837 0.09 -0.09 -0.87
H -7.817919 48.407079 11.417943 -0.07 0.19 -0.30
H -8.734726 48.775667 12.835914 -0.29 0.29 0.16
H -8.675875 49.985270 11.490035 -0.08 -0.01 -0.01
C -15.465202 36.599161 15.480741 -0.47 -0.88 -0.72
O -16.612235 35.791339 15.434687 -1.74 -0.93 0.07
C -16.606996 34.659599 14.536546 0.49 1.77 0.16
C -15.717344 33.506947 14.904623 0.19 0.66 -1.15
N -16.162868 32.784004 16.033703 0.81 -2.22 1.41
C -15.170885 31.699918 16.354954 -0.01 0.43 -0.37
C -15.208803 30.461818 15.427856 -0.99 0.55 0.07
O -14.827375 30.700419 14.079274 0.69 0.87 0.10
C -14.824808 29.572819 13.247606 0.71 -0.77 0.37
H -15.700113 37.402603 16.178858 0.55 -0.36 0.39
H -15.284216 37.092593 14.525822 0.19 -0.02 -0.38
H -14.653660 35.902147 15.689729 0.68 0.84 0.49
H -16.316575 35.083981 13.575475 0.26 -0.29 -0.46
H -17.621379 34.288897 14.389214 -0.22 0.26 0.44
H -14.694472 33.811967 15.125509 0.13 0.23 -0.30
H -15.719204 32.877042 14.015054 0.43 -0.04 -0.33
H -16.953285 32.211984 15.772689 -0.75 0.40 -0.02
H -15.376586 31.383386 17.377499 -0.11 -0.38 -0.05
H -14.158396 32.101944 16.391656 0.07 0.26 -0.16
H -16.262537 30.187351 15.378876 -0.30 -0.55 0.26
H -14.644258 29.654162 15.893790 0.20 -0.21 -0.14
H -14.323920 28.752661 13.761933 -0.37 -0.47 0.34
H -14.153475 29.676257 12.395134 -0.22 0.83 -0.21
H -15.814117 29.274320 12.900816 -0.19 0.01 0.10
C -13.920918 32.595441 11.190277 -0.49 1.37 0.86
O -14.117552 34.015502 10.909788 0.07 -0.76 0.21
C -13.602391 34.916255 11.897055 -0.40 -0.37 0.44
C -13.957688 36.368590 11.573710 0.86 -0.31 -0.77
N -12.958828 36.915372 10.643892 0.00 0.19 -0.09
C -13.295766 38.253096 10.175288 0.92 -0.70 -1.24
C -12.254428 38.802835 9.145538 -0.87 1.22 0.03
O -11.115164 39.423661 9.734332 0.22 -0.73 0.92
C -10.375549 40.252115 8.889081 0.63 0.59 -0.22
H -14.435194 32.015508 10.423933 0.40 0.21 -0.25
H -14.377362 32.311668 12.138552 -0.38 0.22 0.23
H -12.876425 32.329708 11.353111 0.28 0.08 -0.63
H -12.536264 34.726619 12.021652 0.40 0.38 -0.20
H -14.010304 34.725262 12.889637 -0.42 -0.46 0.16
H -14.003611 37.014804 12.450297 0.03 -0.26 0.61
H -14.966489 36.378348 11.161005 -0.02 0.00 -0.40
H -12.122279 37.034283 11.197203 0.11 -0.24 0.15
H -13.435308 38.990514 10.965765 -0.09 0.22 0.23
H -14.233095 38.065004 9.651714 -0.20 0.74 -0.24
H -12.709336 39.637361 8.611936 -0.72 0.02 -0.23
H -11.991660 38.094902 8.359483 0.24 -0.52 0.26
H -9.929534 39.755862 8.027163 -0.30 -0.38 -0.15
H -9.529474 40.698073 9.411935 0.08 -0.42 0.55
H -10.891100 41.150218 8.548907 -0.75 -0.11 -0.26
C -11.505097 31.990977 14.207718 0.13 -0.04 -0.62
O -11.126549 31.471491 15.451657 0.29 -0.38 1.07
C -11.332054 30.069592 15.657690 -0.44 0.37 0.67
C -10.750198 29.614880 17.046966 -0.94 1.44 -1.23
N -11.470042 28.493820 17.629756 0.76 -0.39 -0.67
C -10.552821 27.779286 18.483449 -0.49 -0.73 1.42
C -10.128972 28.405879 19.809224 -0.43 0.78 1.06
O -11.274526 28.444747 20.751738 1.15 -0.56 -0.34
C -10.951391 28.844997 22.110810 -0.26 0.92 -1.78
H -12.481937 32.473931 14.182618 -0.38 -0.20 0.38
H -11.494450 31.204345 13.453259 -0.01 -0.04 -0.21
H -10.790376 32.754617 13.900922 0.20 -0.10 0.16
H -10.954558 29.529560 14.789382 0.34 -0.28 0.09
H -12.398646 29.853089 15.717655 -0.31 0.03 -0.14
H -10.935601 30.435772 17.739685 0.72 0.67 -0.29
H -9.684866 29.419270 16.924927 -0.06 -0.06 0.30
H -12.239733 28.865707 18.167687 -0.11 -0.19 0.14
H -9.660892 27.503973 17.920623 -0.02 0.07 -0.04
H -11.003231 26.854683 18.844486 -0.22 -0.32 -0.41
H -9.707758 29.409126 19.744507 -0.29 0.44 -0.29
H -9.269507 27.841942 20.171730 -0.23 -0.56 0.51
H -11.877474 29.142547 22.602693 -0.17 -0.72 0.02
H -10.454133 29.810474 22.017620 0.73 -0.05 0.31
H -10.372027 28.106093 22.664391 -0.05 0.01 -0.07
C -11.611020 34.425715 17.624381 0.41 0.16 -1.34
O -11.225146 35.608588 16.933438 -0.01 0.42 -0.01
C -11.877417 36.788437 17.415556 1.12 -0.27 -0.22
C -11.596584 37.956354 16.464364 -0.43 -0.80 0.85
N -12.332643 37.807905 15.215371 -0.10 0.98 1.34
C -11.975280 38.955310 14.366414 0.08 -2.28 -1.78
C -10.740100 38.562003 13.530660 0.73 0.43 -0.19
O -10.957867 37.406808 12.683384 0.02 0.63 0.05
C -9.849399 37.098199 11.828727 0.03 -0.20 0.06
H -11.341850 34.378565 18.679579 -0.51 0.61 0.33
H -11.014642 33.622315 17.191965 -0.28 -0.10 -0.33
H -12.661365 34.326176 17.350575 -0.25 -0.71 0.81
H -11.454358 36.928910 18.410236 -0.09 0.63 0.24
H -12.957977 36.689841 17.519407 -0.22 -0.35 -0.16
H -10.532408 38.072504 16.259082 0.40 -0.11 0.33
H -11.922425 38.842834 17.008513 -0.16 0.24 -0.19
H -12.013040 36.928358 14.835436 -0.05 -0.02 -0.62
H -11.862351 39.884271 14.925325 0.26 -0.20 0.00
H -12.779505 39.074248 13.640352 -0.20 0.35 -0.04
H -9.890408 38.296670 14.159725 0.11 0.06 0.39
H -10.406169 39.415488 12.940616 -0.07 0.08 -0.36
H -10.050320 36.158714 11.313862 -0.19 -0.20 0.37
H -8.914983 36.989739 12.379373 0.01 -0.02 0.30
H -9.667637 37.794045 11.009668 -0.37 0.58 0.23
C -18.885303 27.804661 11.343166 0.15 -0.26 -0.84
O -19.156681 29.014595 11.954384 -1.36 2.56 0.55
C -20.136078 29.863930 11.249690 0.86 -0.04 -1.36
C -19.536351 30.435424 9.903985 0.28 -1.26 0.59
N -18.325072 31.217703 10.148681 -1.05 0.47 0.14
C -17.321561 31.139870 9.076702 -0.61 -0.50 1.22
C -16.480562 29.875076 9.186893 0.30 -0.58 -1.21
O -16.928897 28.834798 8.264206 0.34 0.63 -0.24
C -15.923741 27.889342 7.929549 -0.24 -0.26 0.31
H -18.091735 27.299184 11.893478 -0.16 0.02 0.21
H -18.505544 27.984272 10.337380 0.00 -0.33 -0.30
H -19.779561 27.183202 11.296381 -0.05 -0.27 -0.05
H -20.512862 30.716009 11.815451 0.92 -0.10 0.84
H -21.070631 29.336528 11.058503 0.17 -0.64 -0.31
H -20.295300 30.961052 9.324488 -0.09 0.29 0.23
H -19.225157 29.591048 9.288933 -0.40 -0.41 -0.24
H -17.975870 30.828434 11.012762 0.57 0.20 0.08
H -16.680890 32.014252 9.191122 0.08 -0.05 -0.25
H -17.807121 31.170926 8.101321 0.10 0.15 0.05
H -16.484459 29.442789 10.187497 -0.10 0.10 0.29
H -15.457201 30.183812 8.973534 0.36 -0.38 -0.31
H -15.502513 27.510759 8.860852 0.48 -0.13 -0.08
H -15.162046 28.222191 7.224466 0.33 0.79 0.37
H -16.315037 27.037186 7.373833 -0.80 0.03 0.33
C -3.739978 39.337546 12.867749 -0.89 -0.72 0.21
O -3.526325 39.468442 11.478246 0.72 0.84 0.44
C -2.549005 38.629627 10.908701 -0.09 -0.56 -0.61
C -2.220464 39.121645 9.526469 -0.28 0.41 -1.47
N -3.253750 38.929197 8.491770 0.08 0.32 0.58
C -4.558537 39.460655 8.801230 -1.25 0.57 -1.87
C -5.297912 39.711457 7.418867 0.87 0.05 1.34
O -6.477030 40.431909 7.648638 -1.41 0.43 -0.65
C -7.507385 40.189717 6.654899 0.85 -0.63 0.85
H -4.308656 38.419570 13.016175 -0.03 -0.29 0.33
H -4.377579 40.133348 13.252806 0.01 0.23 -0.51
H -2.879218 39.301643 13.535508 0.59 0.02 -0.49
H -2.950752 37.632153 10.730530 -0.19 -0.48 0.52
H -1.620227 38.527778 11.470042 -0.05 0.24 0.51
H -1.347151 38.660947 9.064770 0.28 -0.28 0.63
H -1.986065 40.185550 9.562177 -0.11 0.17 0.05
H -3.381346 37.960457 8.236110 0.42 -0.20 0.11
H -4.496771 40.422017 9.311193 0.14 -0.09 0.03
H -5.192173 38.794026 9.386210 -0.04 -0.01 0.32
H -5.505480 38.755264 6.938545 -0.03 -0.22 -0.13
H -4.616720 40.293412 6.798055 0.10 -0.06 -0.24
H -7.169359 40.296787 5.624185 0.26 0.36 0.00
H -8.380137 40.816916 6.836627 0.33 0.12 0.11
H -7.789966 39.143818 6.774609 -0.34 -0.17 -0.11
C -8.211154 43.599856 8.719084 0.13 0.56 -1.41
O -8.972739 44.654313 8.112289 0.08 0.47 0.55
C -8.494301 45.980630 8.451191 -0.77 -0.40 -0.44
C -9.393566 47.073586 7.779480 0.35 -0.51 -0.50
N -9.130549 48.387784 8.309779 0.12 0.73 0.07
C -10.097102 49.407825 7.851566 -0.12 -0.20 -1.44
C -10.372274 49.524270 6.307729 0.13 0.21 0.79
O -11.425826 50.463288 6.128271 -0.30 0.44 -0.20
C -11.855302 50.616216 4.763842 0.35 -1.40 0.69
H -8.461746 43.383376 9.757562 -0.06 0.23 0.12
H -7.153227 43.817097 8.571760 0.27 0.09 0.52
H -8.351785 42.717080 8.095362 -0.38 -0.10 0.22
H -7.448644 46.057398 8.153158 0.08 0.24 -0.41
H -8.461583 46.090903 9.535102 -0.41 0.19 0.30
H -10.464029 46.880263 7.848982 -0.30 -0.79 0.37
H -9.224610 47.137703 6.704574 0.37 -0.49 -0.09
H -9.446046 48.330867 9.267555 0.75 -0.12 0.59
H -9.716730 50.385133 8.148687 -0.21 -0.01 0.24
H -11.041070 49.183864 8.348430 -0.47 0.36 -0.11
H -10.628676 48.576108 5.835150 -0.17 -0.23 0.11
H -9.465559 49.887506 5.823966 0.24 0.06 -0.17
H -12.693409 51.305359 4.660193 0.50 0.40 0.38
H -12.259487 49.657646 4.438464 -0.05 -0.31 -0.18
H -11.000460 50.813410 4.116945 -0.06 0.52 -0.10
C -15.195572 36.457685 7.045348 -0.38 1.07 -0.52
O -15.211713 35.132711 6.676053 -0.43 -0.79 -0.74
C -14.919323 34.293315 7.757081 1.08 -1.50 -0.68
C -14.575290 32.883682 7.191183 1.25 0.13 0.54
N -15.621473 32.282843 6.440894 -1.63 -0.29 -0.68
C -15.260837 31.082504 5.675810 0.18 0.68 0.11
C -16.376625 30.564508 4.764408 0.35 0.64 0.41
O -16.572356 31.500036 3.676409 -0.03 -1.25 0.50
C -17.472267 30.973877 2.702134 0.13 0.25 0.48
H -14.247426 36.778175 7.477090 0.22 -0.17 0.43
H -16.029175 36.670909 7.714485 0.00 0.28 0.31
H -15.309235 37.055071 6.140749 -0.22 0.01 -0.04
H -15.719689 34.162368 8.485335 -0.33 0.43 0.03
H -14.054380 34.766422 8.221996 0.20 -0.59 0.67
H -14.265438 32.211565 7.991394 -0.34 0.00 0.66
H -13.659320 32.855059 6.601026 0.47 0.86 -0.34
H -15.995227 32.990869 5.825166 -0.16 -0.03 -0.29
H -14.907415 30.350944 6.402445 -0.42 -0.43 0.01
H -14.384342 31.247861 5.049306 0.31 0.27 -0.34
H -17.271330 30.416206 5.369064 -0.44 0.33 -0.09
H -16.125100 29.567548 4.402580 0.29 -0.05 -0.36
H -17.584100 31.742244 1.937134 -0.20 -0.10 0.12
H -18.416334 30.701444 3.173959 -0.35 0.35 -0.02
H -17.141670 30.047660 2.232101 0.57 -0.07 -0.04
C -18.527285 38.410519 12.069757 0.07 1.33 -0.89
O -18.036288 39.584399 11.396018 -1.82 -0.05 0.42
C -16.716536 39.602154 11.054134 1.17 0.74 -0.44
C -16.335479 40.957602 10.422592 0.15 -0.15 1.33
N -16.245636 42.029119 11.462414 -0.01 -1.54 -0.37
C -15.933470 43.336212 10.965430 -0.22 0.90 0.17
C -15.974520 44.424481 12.069869 -0.16 0.40 0.36
O -17.215025 44.430949 12.804505 -0.17 -0.30 0.01
C -17.223048 45.232250 13.992883 1.43 -0.12 -0.46
H -18.441030 37.548846 11.407811 0.09 -0.24 0.12
H -19.577635 38.671731 12.198795 0.04 -0.46 0.35
H -18.015039 38.264223 13.020696 0.00 -0.15 0.06
H -16.474768 38.868800 10.284825 -0.01 -0.57 -0.06
H -16.124170 39.421047 11.951026 0.54 -0.06 0.04
H -17.049716 41.169688 9.626983 -0.24 0.21 -0.15
H -15.376303 40.758618 9.944598 0.30 0.46 0.07
H -17.165821 42.066689 11.877088 -0.11 0.06 0.33
H -16.595555 43.582139 10.135208 -0.41 0.51 -0.11
H -14.943544 43.359449 10.509820 0.29 -0.04 0.24
H -15.785901 45.420364 11.668936 -0.48 0.25 -0.77
H -15.114787 44.392731 12.739161 0.05 -0.99 0.48
H -18.131982 45.199747 14.593624 -0.32 -0.29 -0.78
H -16.959622 46.261327 13.748557 -0.29 0.29 -0.08
H -16.429975 44.903059 14.664273 0.23 -0.24 0.12
C -7.666298 30.341920 13.004326 -0.13 -0.31 0.62
O -8.736278 31.211172 12.708386 0.31 0.35 1.14
C -8.602044 31.764928 11.450628 -0.39 0.65 -1.65
C -9.831227 32.581119 11.080247 -0.77 0.16 -0.89
N -9.788845 33.253552 9.765548 1.63 0.48 1.74
C -11.003686 33.978323 9.401883 1.09 -0.89 0.70
C -10.789714 34.491222 8.028302 -0.32 -1.46 -1.53
O -10.791809 33.264838 7.249025 -0.49 0.76 0.23
C -10.242594 33.376819 5.968906 0.58 -1.15 0.44
H -7.871272 29.373617 12.547747 0.40 -0.12 -0.33
H -7.588256 30.164432 14.076944 -0.51 0.17 0.13
H -6.685398 30.745945 12.753915 -0.01 0.06 -0.56
H -8.487887 30.947007 10.739229 0.03 -0.15 -0.48
H -7.752027 32.429431 11.295637 0.54 0.00 0.52
H -10.046081 33.351518 11.820808 0.27 0.08 0.24
H -10.687534 31.908100 11.123505 -0.36 -0.33 0.06
H -9.339281 32.743578 9.018603 -0.54 -0.17 0.05
H -11.208689 34.811533 10.074076 -0.07 -0.19 0.25
H -11.752634 33.189083 9.467237 -1.08 0.71 -0.40
H -9.809495 34.944552 7.880825 0.11 0.32 0.37
H -11.566053 35.155773 7.649144 -0.17 0.12 0.14
H -10.704243 34.141989 5.344812 0.02 -0.04 -0.10
H -10.316986 32.361873 5.578448 -0.51 0.18 -0.62
H -9.160586 33.470947 6.061101 0.31 0.81 -0.19
C -11.464650 41.625613 19.529251 0.62 0.33 -0.54
O -10.312385 41.964130 18.703398 -0.33 0.33 0.98
C -10.316123 41.450552 17.395149 -0.62 0.70 -1.12
C -9.385054 42.226695 16.369605 -0.33 -0.44 1.11
N -9.260383 41.557340 15.091339 -0.02 0.15 -0.31
C -8.343895 42.332222 14.238820 0.26 -1.47 -0.68
C -8.142663 41.627829 12.878514 0.27 -0.40 0.28
O -7.376213 40.406956 12.917925 -0.13 0.44 1.51
C -7.331994 39.710440 11.707536 -0.29 0.04 -0.68
H -11.192711 41.745638 20.577945 0.38 -0.16 -0.16
H -11.838015 40.615120 19.363091 0.28 -0.21 -0.11
H -12.310847 42.298368 19.389777 0.04 0.24 -0.50
H -11.311900 41.580565 16.971334 -0.37 -0.14 -0.13
H -10.154039 40.373820 17.444833 0.54 -0.18 -0.33
H -8.393543 42.400278 16.787797 0.16 0.07 0.48
H -9.798464 43.199167 16.102232 -0.25 0.16 0.61
H -8.881229 40.632287 15.234885 0.22 -0.20 -0.15
H -7.384181 42.512975 14.722948 0.32 -0.04 0.14
H -8.749727 43.317624 14.009937 -0.33 -0.02 0.08
H -7.623341 42.305392 12.200784 -0.20 0.23 -0.26
H -9.150524 41.381996 12.544016 -0.12 0.10 -0.49
H -6.724049 40.229414 10.966491 -0.03 0.22 -0.21
H -8.337446 39.546752 11.319745 -0.21 0.20 -0.22
H -6.908207 38.710272 11.797936 0.20 0.11 0.63
```
Positions in Å, forces in eV/Å.

Calculated values
- SMILES: COCCNCCOC.COCCNCCOC.COCCNCCOC.COCCNCCOC.COCCNCCOC.COCCNCCOC.COCCNCCOC.COCCNCCOC.COCCNCCOC.COCCNCCOC.COCCNCCOC.COCCNCCOC
- Total charge: 0
- Energy above the lowest of the compared OMol25 structures with the same formula, charge and spin: 90.9 kcal per mole
- Frontier orbital gap: 8.69 eV
- HOMO level: -0.3032 hartree
- LUMO: 0.44 eV
- Multiplicity: 1